Below is a gas-phase ion, CH7N4 (charge +1) at a distorted geometry, with properties calculated with the ωB97M-V functional and the def2-TZVPD basis.

Values from the calculation:
- Charge: +1
- SMILES: [H]/N=C/N(N)[NH3+]
- Lowest unoccupied orbital energy: -4.010 eV
- Gap between HOMO and LUMO: 10.62 eV
- E: -7100.331 eV
- Multiplicity: 1
- HOMO level: -14.6 eV
- Energy above the lowest of the compared OMol25 structures with the same formula, charge and spin: 242.75 kJ/mol

Last column: Löwdin charge in e.
CARTESIAN COORDINATES (ANGSTROEM)
H1 1.88268 -0.93256 -1.97591  0.099
N1 1.12512 -0.86193 -1.28338  0.116
C1 0.94540 0.16303 -0.59835  -0.275
N2 -0.34193 0.27857 -0.04616  -0.136
N3 -1.13193 -1.19004 0.00274  0.131
N4 -0.46683 1.02002 1.18828  0.210
H2 1.67865 0.92977 -0.37931  0.131
H3 -1.59746 -1.20905 -0.86184  0.045
H4 -0.36290 -1.94863 -0.05613  0.107
H5 -1.46092 0.71224 1.47128  0.218
H6 0.28534 1.03700 1.79820  0.133
H7 -0.55520 2.00158 0.74059  0.221

---

Below is a molecular structure, C34H43BBeF4N5O3 at a distorted geometry, with properties calculated with the ωB97M-V functional and the def2-TZVPD basis.

Values from the calculation:
- Charge: +1
- Lowest unoccupied orbital energy: -5.996 eV
- Gap between HOMO and LUMO: 4.47 eV
- E: -61490.975 eV
- Multiplicity: 1
- HOMO level: -10.5 eV
- Energy above the lowest of the compared OMol25 structures with the same formula, charge and spin: 274.04 kJ/mol

Last column: Löwdin charge in e.
CARTESIAN COORDINATES (ANGSTROEM)
Be1 -1.08135 0.09659 2.66072  1.097
B1 -0.33229 0.23966 -0.34196  -1.481
F1 -0.18843 1.47433 -0.83596  0.195
F2 0.04718 -0.69904 -1.28081  0.149
F3 0.34968 0.07411 0.83984  0.144
F4 -1.66767 0.09291 0.00652  0.108
N1 3.03502 -2.64013 -5.31057  0.037
C1 1.91516 -2.21514 -4.71994  -0.140
C2 2.00899 -1.13889 -3.81596  -0.066
C3 3.24997 -0.61847 -3.38563  -0.038
C4 4.44573 -1.24472 -3.97989  -0.067
C5 4.29761 -2.28226 -4.88010  -0.141
H1 0.98761 -2.68009 -5.01973  0.102
H2 1.02994 -0.74014 -3.59488  0.074
H3 3.30068 0.25485 -2.75227  0.089
H4 5.45194 -0.87298 -3.85436  0.088
H5 5.15502 -2.74760 -5.34345  0.096
N2 -3.22695 -1.66292 1.90909  0.055
C6 -3.96740 -1.83576 0.75819  -0.100
C7 -5.04577 -2.72749 0.46071  -0.014
C8 -5.46510 -3.43640 1.56337  -0.070
C9 -4.79242 -3.29276 2.74126  -0.083
C10 -3.76663 -2.40325 2.93591  -0.155
H6 -3.55587 -1.41827 -0.14886  0.098
H7 -5.33026 -2.78670 -0.57947  0.116
H8 -6.27899 -4.14622 1.55200  0.117
H9 -5.13572 -3.82783 3.61433  0.113
H10 -3.22900 -2.32452 3.86928  0.081
N3 -3.09374 1.72840 2.11314  0.032
C11 -4.32494 1.65760 2.68031  -0.143
C12 -5.32576 2.53399 2.33727  -0.045
C13 -5.09179 3.53531 1.39237  -0.056
C14 -3.89862 3.64774 0.73102  -0.025
C15 -2.86314 2.75847 1.19274  -0.048
H11 -4.49976 0.79040 3.29983  0.101
H12 -6.31662 2.43523 2.75542  0.115
H13 -5.79098 4.32528 1.16106  0.120
H14 -3.77915 4.34073 -0.08867  0.116
H15 -1.86115 2.78949 0.79092  0.103
N4 1.09661 3.40200 -2.85072  0.059
C16 1.77196 3.55268 -1.60256  -0.073
C17 2.19549 4.82851 -1.13383  -0.080
C18 1.83377 5.98149 -1.81105  -0.087
C19 1.20413 5.80777 -3.05360  -0.063
C20 0.83128 4.50905 -3.50009  -0.186
H16 1.87314 2.64570 -1.02503  0.069
H17 2.76591 4.85742 -0.21721  0.093
H18 2.08133 6.95323 -1.41000  0.101
H19 1.10689 6.65304 -3.71878  0.093
H20 0.47442 4.41231 -4.51483  0.098
N5 -0.30859 -2.48227 2.72158  0.051
C21 -0.68231 -3.21457 3.78235  -0.156
C22 -0.57883 -4.61501 3.75641  -0.031
C23 0.10683 -5.22749 2.70957  -0.070
C24 0.33904 -4.53882 1.59127  -0.048
C25 0.18179 -3.15518 1.63931  -0.079
H21 -1.09107 -2.64623 4.60473  0.100
H22 -0.78879 -5.18065 4.65216  0.110
H23 0.21126 -6.29959 2.78757  0.122
H24 0.70454 -5.05246 0.71435  0.125
H25 0.43981 -2.61377 0.74114  0.102
C26 5.49158 -0.60832 0.01776  -0.009
C27 3.97783 -0.35268 -0.13148  -0.469
O1 3.52985 0.79551 -0.07638  0.034
C28 3.00163 -1.49050 -0.16832  -0.021
H26 5.69486 -1.18071 0.92283  0.077
H27 6.11444 0.27362 0.16723  0.081
H28 5.85450 -1.13800 -0.86305  0.077
H29 3.18771 -2.20439 -0.97072  0.091
H30 2.07291 -0.96830 -0.39828  0.054
H31 2.82975 -2.05474 0.74831  0.078
C29 3.49640 0.87343 3.36399  0.026
C30 2.45587 -0.16821 3.77508  -0.468
O2 1.30221 -0.01765 3.45984  0.001
C31 2.87908 -1.27854 4.66866  0.002
H32 3.91013 0.59201 2.39562  0.073
H33 4.34676 1.01506 4.03101  0.092
H34 2.85931 1.75777 3.35176  0.095
H35 3.95172 -1.21081 4.85021  0.084
H36 2.64799 -2.28326 4.31477  0.090
H37 2.42684 -1.06473 5.63710  0.102
C32 -2.98773 2.62597 -2.85980  -0.024
C33 -2.85694 1.52222 -3.86631  -0.474
O3 -3.79029 1.04154 -4.44554  0.072
C34 -1.39021 0.95694 -4.02464  -0.008
H38 -3.43339 2.15948 -1.98124  0.079
H39 -3.58853 3.46335 -3.21467  0.087
H40 -1.96437 2.96653 -2.70213  0.063
H41 -0.66460 1.64910 -4.45184  0.070
H42 -1.47662 0.15942 -4.76260  0.073
H43 -1.01261 0.55842 -3.08299  0.051